The following is a quantum chemistry calculation of a molecular structure, C51H103Cl2IN2O15PS2 at a distorted geometry, from the Open Molecules 2025 dataset.

The LUMO energy is -3.16 eV. As for the HOMO energy: -10.51 eV. The value obtained for the strongest force on any atom is 0.16530 hartree/bohr. The frontier orbital gap comes out at 7.346 eV.

Geometry as ORCA input:
```
! wB97M-V def2-TZVPD RIJCOSX def2/J DEFGRID3
* xyz 1 1
C -2.38888 -1.70059 2.95857
C -2.11285 -0.27883 2.16297
P -2.82722 -0.34256 0.36565
C -4.64751 -0.43464 0.67852
C -5.17198 0.04496 2.17654
N -2.13655 0.89136 -0.69206
C -0.64508 0.93238 -0.33101
C 0.17316 -0.43735 -0.27531
C 1.60196 -0.03421 0.47293
C 2.49313 -1.39439 0.68184
C 3.81001 -1.39919 -0.28720
C 3.48457 -2.14083 -1.71706
O 4.64265 -1.85620 -2.57443
C 4.32953 -2.11971 -3.98196
C -2.38232 0.77551 -2.17274
C -1.53117 -0.25137 -3.07014
C -0.44062 0.48688 -4.06610
C 1.07897 0.51401 -3.57990
C 1.79369 1.76432 -4.39570
S 3.34650 2.36015 -3.48645
O 3.82928 3.58714 -4.28498
O 4.36522 1.22726 -3.39305
Cl 2.76301 3.11400 -1.59439
C -3.92375 0.70194 -2.64152
C -4.63863 -0.75117 -2.61853
C -6.28198 -0.67457 -2.57212
C -6.82654 -1.91602 -3.50136
Cl -6.90685 -1.18401 -5.23151
O -4.80688 1.61419 -1.93855
C -4.13978 2.61909 -1.14361
I -5.67510 3.17811 0.38472
S -4.17966 4.11479 -2.26741
C -3.11359 4.01485 -3.79661
O -5.63182 4.08798 -2.84891
O -4.08778 5.47609 -1.57469
C -2.82106 2.24100 -0.34046
C -1.85885 3.51788 -0.16941
N -1.06707 3.97635 -1.34072
H -2.75242 -2.50859 2.18761
H -1.38149 -2.05979 3.42344
H -3.12817 -1.57036 3.84521
H -0.96669 -0.15447 2.19494
H -2.53059 0.64066 2.76248
H -5.39662 0.04748 -0.04477
H -4.93153 -1.57814 0.67068
H -5.01511 -0.76065 2.98414
H -4.69427 1.07663 2.43703
H -6.33148 0.17923 2.07347
H -0.46042 1.38834 0.73462
H -0.04440 1.62181 -1.06650
H -0.21790 -1.29749 0.37370
H 0.53492 -0.88690 -1.27247
H 1.36747 0.43372 1.50486
H 2.17066 0.69225 -0.23816
H 1.82800 -2.32174 0.41136
H 2.81705 -1.54044 1.79712
H 4.65611 -1.97947 0.25229
H 4.11100 -0.29284 -0.50550
H 2.48176 -1.78965 -2.18334
H 3.41998 -3.29674 -1.53045
H 5.30386 -1.95869 -4.58783
H 3.57630 -1.30538 -4.36419
H 3.93157 -3.20499 -4.15482
H -1.98559 1.81267 -2.57733
H -1.13208 -1.19782 -2.55895
H -2.26934 -0.68093 -3.88261
H -0.75840 1.59112 -4.31125
H -0.44815 -0.04155 -5.11538
H 1.29137 0.73851 -2.47373
H 1.63263 -0.43930 -3.98064
H 1.08741 2.70221 -4.37409
H 1.99391 1.51515 -5.50325
H -3.93020 1.03853 -3.76804
H -4.20863 -1.49598 -1.83901
H -4.40770 -1.23595 -3.66328
H -6.71441 -0.76955 -1.50803
H -6.70415 0.28420 -3.05595
H -6.06851 -2.78875 -3.58341
H -7.90131 -2.24550 -3.24427
H -2.08884 4.57147 -3.68004
H -2.92298 2.93741 -4.18111
H -3.67038 4.57175 -4.66694
H -3.17194 2.04250 0.76814
H -2.55102 4.40772 0.16531
H -1.10477 3.44826 0.72930
H -1.29437 4.93463 -1.65672
H -0.04923 3.81333 -1.25302
C -4.65193 10.96110 -1.74196
C -3.88707 9.74866 -1.28245
O -3.10115 9.80867 -0.34443
C -4.12329 8.45739 -2.01883
H -4.38064 11.81845 -1.11950
H -4.39937 11.18845 -2.78026
H -5.72527 10.78271 -1.64348
H -3.84707 8.57224 -3.06971
H -5.17274 8.16657 -1.93240
H -3.50488 7.67158 -1.57779
C 3.12681 -5.78996 -6.06899
C 1.97281 -5.19590 -5.30686
O 2.08914 -4.13754 -4.70009
C 0.67067 -5.95171 -5.31834
H 3.99951 -5.13764 -5.97244
H 3.37623 -6.77185 -5.65948
H 2.86871 -5.87466 -7.12731
H 0.81102 -6.94062 -4.87592
H 0.30360 -6.04381 -6.34319
H -0.07082 -5.40566 -4.72807
C 8.04865 -4.39790 -7.31513
C 6.58253 -4.68064 -7.50569
O 5.73505 -4.15109 -6.79681
C 6.19796 -5.63949 -8.60087
H 8.17728 -3.69008 -6.49143
H 8.57646 -5.32204 -7.06827
H 8.46318 -3.95611 -8.22430
H 6.64365 -6.61869 -8.41115
H 6.53040 -5.25273 -9.56697
H 5.10984 -5.74784 -8.62236
C 5.00759 -2.11587 4.25890
C 4.01304 -3.24104 4.15465
O 3.31478 -3.38327 3.15730
C 3.90926 -4.18479 5.32283
H 4.97405 -1.51601 3.34502
H 4.75648 -1.47513 5.10749
H 6.01564 -2.52009 4.37455
H 3.60936 -3.63594 6.21862
H 4.86857 -4.68119 5.48599
H 3.15329 -4.94552 5.10830
C 2.27977 -6.53150 9.26053
C 2.85255 -7.04482 7.96628
O 4.02888 -6.86616 7.67605
C 1.92318 -7.78614 7.04243
H 3.06307 -6.01808 9.82524
H 1.47415 -5.82257 9.05533
H 1.90676 -7.36605 9.85884
H 1.10171 -7.13300 6.73874
H 1.53441 -8.67638 7.54230
H 2.47225 -8.09730 6.14921
C -3.74499 4.05827 4.87910
C -3.05043 2.77183 5.23728
O -2.95225 1.85502 4.42930
C -2.48135 2.65428 6.62554
H -4.10492 4.00128 3.84765
H -4.60042 4.21537 5.54016
H -3.04531 4.89341 4.96003
H -3.28064 2.74911 7.36413
H -1.72561 3.42711 6.78384
H -2.01039 1.67416 6.74252
C 9.50641 0.88764 5.34733
C 8.51205 -0.23789 5.24447
O 7.81342 -0.38047 4.24834
C 8.40953 -1.18123 6.41352
H 9.47155 1.48680 4.43311
H 9.25594 1.52867 6.19583
H 10.51479 0.48334 5.46265
H 8.11046 -0.63205 7.30931
H 9.36925 -1.67721 6.57605
H 7.65349 -1.94219 6.20022
C -0.16462 9.71111 1.08858
C 0.59744 8.49649 1.54563
O 1.38396 8.55212 2.48276
C 0.35504 7.20770 0.80469
H 0.10908 10.56697 1.71198
H 0.08768 9.93933 0.05041
H -1.23803 9.53490 1.18741
H 0.63051 7.32559 -0.24600
H -0.69607 6.92166 0.89122
H 0.97128 6.41674 1.24225
C -6.06454 -3.81192 3.49700
C -5.48866 -4.32426 2.20383
O -4.31165 -4.14270 1.91527
C -6.41472 -5.06797 1.27893
H -5.28321 -3.29643 4.06288
H -6.87161 -3.10497 3.29041
H -6.43644 -4.64712 4.09498
H -7.23737 -4.41690 0.97387
H -6.80212 -5.95892 1.77847
H -5.86358 -5.37814 0.38662
*
```


The following is a quantum chemistry calculation of 7 unconnected molecules or ions with the total composition C51H109N6O8 at a distorted geometry, from the Open Molecules 2025 dataset.

The LUMO energy is -13.16 eV. As for the HOMO energy: -18.42 eV. The value obtained for the strongest force on any atom is 0.16806 hartree/bohr. The frontier orbital gap comes out at 5.259 eV.

Geometry as ORCA input:
```
! wB97M-V def2-TZVPD RIJCOSX def2/J DEFGRID3
* xyz 5 1
C 0.16243 -0.30213 0.49353
C 0.25538 0.38332 -0.88339
O -0.02703 -0.27870 -1.90052
O 0.46735 1.63042 -0.88625
H 0.64601 0.25319 1.29879
H 0.62576 -1.28852 0.45768
H -0.87383 -0.34002 0.83229
C -0.43484 3.77685 1.46203
C 0.57268 4.75018 0.78427
C 1.96931 4.14281 1.08255
C 3.02591 4.65508 0.16151
C 2.68649 4.21085 -1.35646
C 1.29985 4.79507 -1.83664
N 0.27815 4.65563 -0.75054
O -0.94541 5.03096 -1.06102
C 0.68025 4.06409 -3.04013
C 1.60675 6.29687 -2.15168
C 0.57812 6.24711 1.25161
H -1.36629 3.79270 0.89675
H -0.62843 4.12159 2.47812
H -0.08266 2.74896 1.52768
H 1.95839 3.05245 1.11656
H 2.14895 4.39688 2.12859
H 4.02889 4.30030 0.39968
H 3.11603 5.73221 0.30546
H 2.62799 3.12394 -1.42222
H 3.45112 4.55782 -2.05018
H -0.17280 4.57931 -3.47979
H 0.40003 3.05146 -2.74689
H 1.39333 3.91057 -3.85075
H 2.30366 6.73319 -1.43682
H 0.69822 6.89929 -2.15473
H 2.10105 6.43601 -3.11282
H 1.29257 6.91570 0.77569
H 0.72326 6.32317 2.32950
H -0.45134 6.59352 1.14991
C -3.19211 1.75978 5.09052
C -3.88715 0.88382 3.98891
C -3.31204 -0.55672 4.01029
C -3.82738 -1.39032 5.16722
C -5.34993 -1.47411 5.14471
C -6.10880 -0.11868 5.10586
N -5.41823 0.82057 4.17386
O -6.06401 1.65225 3.38837
C -6.12462 0.59881 6.47734
C -7.54146 -0.47397 4.61830
C -3.51869 1.48508 2.58685
H -3.19484 1.27089 6.06464
H -3.66671 2.73112 5.22671
H -2.13547 1.88275 4.85563
H -2.22877 -0.54387 3.89611
H -3.69079 -1.06445 3.11984
H -3.39886 -0.95685 6.07279
H -3.43726 -2.40800 5.14066
H -5.73905 -2.16184 5.89404
H -5.55601 -1.95461 4.18591
H -6.64119 -0.00391 7.22310
H -6.69304 1.52711 6.39312
H -5.18614 1.00567 6.85246
H -8.12452 -1.20281 5.17806
H -7.50442 -0.66675 3.54634
H -8.11869 0.44849 4.70499
H -3.84594 2.52177 2.49489
H -4.09174 1.10953 1.73735
H -2.47747 1.36744 2.29014
C -2.53439 2.10008 -3.13010
C -3.65734 1.38366 -2.34631
C -4.84240 2.41626 -2.32196
C -5.66396 2.44184 -3.60089
C -6.27141 1.11391 -3.99611
C -5.15254 0.10544 -4.29903
N -4.05059 0.15037 -3.17875
O -3.30464 -0.93900 -3.06553
C -4.49594 0.39988 -5.70216
C -5.66172 -1.35658 -4.30126
C -3.22810 0.90267 -0.95490
H -2.28519 2.92271 -2.45892
H -2.68188 2.54329 -4.11387
H -1.66696 1.43936 -3.17614
H -4.58327 3.45230 -2.10905
H -5.53204 2.07009 -1.54934
H -5.09292 2.86319 -4.42983
H -6.41084 3.19640 -3.35172
H -7.08039 1.28794 -4.70488
H -6.84808 0.82690 -3.11325
H -5.12594 0.47074 -6.58889
H -3.79574 -0.37239 -6.02573
H -3.87970 1.29912 -5.72573
H -6.47343 -1.45771 -5.02143
H -6.14057 -1.65115 -3.36618
H -4.85421 -2.06319 -4.48273
H -2.70692 1.69424 -0.41482
H -2.51208 0.08366 -1.00240
H -4.16953 0.75091 -0.42743
C 4.34301 0.58456 -0.35042
C 4.48995 -0.25159 -1.66915
C 3.70723 -1.54667 -1.50981
C 3.65277 -2.30649 -2.79059
C 2.91405 -1.52377 -3.85401
C 3.42704 -0.05933 -4.08763
N 3.99727 0.57512 -2.86244
O 4.42643 1.86544 -2.82724
C 2.28339 0.89642 -4.57934
C 4.57581 -0.12133 -5.14067
C 5.96093 -0.63843 -1.90427
H 4.90414 0.17164 0.48584
H 3.28085 0.64937 -0.11311
H 4.78157 1.57469 -0.47257
H 2.69911 -1.33392 -1.14827
H 4.11044 -2.20708 -0.74167
H 3.15560 -3.23378 -2.49849
H 4.56006 -2.71868 -3.23485
H 1.86755 -1.47995 -3.54486
H 2.87419 -2.05789 -4.80314
H 1.64193 1.11446 -3.72403
H 1.75908 0.53917 -5.46324
H 2.72061 1.87470 -4.78289
H 4.22742 -0.40068 -6.13530
H 5.19157 -1.01810 -5.03749
H 5.23830 0.73533 -5.03031
H 6.67769 0.16609 -1.73483
H 6.16703 -1.01842 -2.90382
H 6.25286 -1.38232 -1.16317
C 3.56348 -0.01081 3.09323
C 5.06114 -0.12507 3.48279
N 5.68819 -1.54699 3.41899
C 5.44527 -2.11556 2.05336
C 7.22582 -1.53683 3.73207
C 7.90116 -2.95098 4.01674
C 4.91699 -2.48474 4.42883
C 5.26913 -2.21828 5.92770
O 5.53436 -3.41848 6.55943
C 4.42112 -3.98062 7.25647
H 3.34169 -0.41952 2.10709
H 3.24308 1.02448 2.97642
H 2.88457 -0.51214 3.78215
H 5.34491 0.16084 4.49472
H 5.66049 0.41895 2.75236
H 5.90849 -1.42163 1.35200
H 4.39561 -2.29819 1.83252
H 5.98929 -3.05062 1.92401
H 7.38015 -0.81801 4.53547
H 7.69541 -1.09359 2.85362
H 7.65007 -3.33476 5.00439
H 8.98434 -2.85000 3.96111
H 7.59098 -3.61862 3.21347
H 5.20157 -3.52026 4.24390
H 3.85223 -2.39828 4.21730
H 4.43531 -1.70078 6.40454
H 6.22561 -1.70114 6.00543
H 3.57119 -4.12489 6.58722
H 4.06856 -3.32657 8.05660
H 4.74091 -4.88927 7.76288
C -3.52151 -5.14215 -2.19712
N -2.43364 -5.35795 -3.24760
C -1.22678 -6.10084 -2.65265
C -3.03573 -6.26090 -4.31783
C -2.08193 -4.05417 -3.99791
C -1.00353 -3.15720 -3.33279
O -1.24029 -2.80910 -2.02121
H -4.37396 -4.58232 -2.58017
H -3.03925 -4.56177 -1.41128
H -3.95126 -6.05697 -1.79130
H -0.89776 -5.32964 -1.95520
H -0.52312 -6.40594 -3.42409
H -1.47034 -6.94005 -2.00215
H -3.73114 -5.67340 -4.91455
H -3.37078 -7.12790 -3.75197
H -2.21949 -6.52570 -4.98936
H -2.96347 -3.51017 -4.33300
H -1.53894 -4.28116 -4.91679
H -1.08801 -2.19779 -3.85028
H -0.00237 -3.58144 -3.43011
H -0.70284 -2.04487 -1.77869
*
```